DFT (ωB97M-V/def2-TZVPD) results for 2 unconnected molecules or ions with the total composition C5H8N5S.

Each line ends with the natural charge from an NBO analysis.
Positions of all 19 atoms, in Å:
1 C -1.46579 1.75893 1.68976  0.10
2 C 0.63912 -0.83494 -2.36066  -0.42
3 C 1.35140 0.38710 -1.78368  -0.50
4 C 0.55373 -1.84378 -1.27621  -0.19
5 C 1.01067 0.20625 -0.33169  0.16
6 N -2.13415 2.63043 2.42195  -0.33
7 N -1.12838 0.74654 2.55958  -0.36
8 N -1.99720 2.21642 3.70802  -0.14
9 N -1.36283 1.09268 3.76809  -0.07
10 N 0.72884 -1.02299 -0.07755  -0.61
11 S 0.34561 -1.69403 1.41538  -0.40
12 H -0.36894 -0.51122 -2.55864  0.19
13 H 0.99094 -1.21786 -3.29597  0.20
14 H 2.48025 0.22575 -1.96118  0.16
15 H 1.04154 1.39207 -2.19679  0.21
16 H -0.25396 -2.52933 -1.17188  0.21
17 H 1.43334 -2.58878 -1.51687  0.14
18 H -1.10855 1.75276 0.69275  0.22
19 H -0.75565 -0.16599 2.27559  0.43

Calculated values
* calculated total energy: -867.1244 a.u.
* HOMO-LUMO gap (alpha / beta): 4.942 / 6.391 eV
* net charge: -1
* multiplicity: 3
* LUMO energy (alpha / beta): 3.6 / 2.8 eV

***

DFT (ωB97M-V/def2-TZVPD) results for 2 unconnected molecules or ions with the total composition CH3FOS.

Each line ends with the natural charge from an NBO analysis.
Positions of all 7 atoms, in Å:
1 C -0.11404 0.58775 0.29802  0.16
2 O 0.21566 0.06143 -0.90943  -0.63
3 F -2.46837 -0.72624 -0.68992  -0.54
4 S -2.69379 0.59988 0.38830  0.13
5 H -0.34240 0.06762 1.13996  0.19
6 H 0.25237 1.54002 0.38100  0.17
7 H -0.39109 -0.74549 -0.96831  0.52

Calculated values
* calculated total energy: -613.0776 a.u.
* HOMO-LUMO gap (alpha / beta): 8.083 / 8.084 eV
* net charge: 0
* ΔE to the lowest compared entry with this formula, charge and spin: 64.5 kcal per mole
* LUMO energy (alpha / beta): -0.7 / -0.7 eV

***

DFT (ωB97M-V/def2-TZVPD) results for C2H3NO2S in the gas phase.

Each line ends with the natural charge from an NBO analysis.
Positions of all 9 atoms, in Å:
1 C -1.59589 -0.56986 -0.08325  0.52
2 C 1.66142 0.27685 -0.16490  0.01
3 H -0.98743 -1.46111 -0.17359  0.13
4 H -0.83290 1.31643 0.74037  0.42
5 H 1.37726 1.20133 -0.74967  0.21
6 N -0.58635 0.40614 0.12144  -0.41
7 O -2.76605 -0.37302 -0.04644  -0.53
8 O 0.61673 -0.38659 0.33364  -0.35
9 S 3.11323 -0.41016 0.02240  0.00

Calculated values
* calculated total energy: -681.3276 a.u.
* HOMO-LUMO gap: 9.253 eV
* net charge: 0
* ΔE to the lowest compared entry with this formula, charge and spin: 82.7 kcal per mole
* LUMO energy: -0.2 eV
* SMILES: O=CNOC=S

***

DFT (ωB97M-V/def2-TZVPD) results for a molecular structure, C35H38Br4N7O6S2Se2W.

Each line ends with the Mulliken spin population.
Positions of all 95 atoms, in Å:
1 W -0.97781 -0.40051 1.19167  0.89
2 Br -5.75975 3.65050 4.12355  0.00
3 C -4.20961 2.63677 3.81338  0.00
4 C -3.21937 2.53506 4.79121  0.00
5 Br -3.39921 3.42492 6.43512  0.00
6 C -2.07833 1.75982 4.55641  -0.01
7 Br -0.69698 1.54188 5.81537  0.00
8 C -1.93851 1.11699 3.34387  0.06
9 O -0.90293 0.32166 3.01779  0.00
10 C -2.90892 1.25225 2.35068  0.04
11 O -2.65540 0.57561 1.21053  -0.06
12 C -4.05813 1.98109 2.58552  -0.02
13 Br -5.34200 2.03660 1.21383  0.00
14 Se -1.00051 -2.82774 0.10580  0.35
15 Se -2.63678 -2.14528 2.28544  0.54
16 C -4.11331 -1.95159 1.06931  0.00
17 C -5.40159 -2.01103 1.57479  -0.01
18 C -6.44427 -1.81287 0.68089  0.00
19 C -6.15073 -1.57416 -0.64921  0.02
20 C -4.82307 -1.55081 -1.05009  0.00
21 N -3.81142 -1.73957 -0.20303  0.02
22 C 0.31133 -2.98039 1.48284  -0.01
23 C 1.18738 -4.00845 1.76578  -0.01
24 C 2.00562 -3.86833 2.87625  0.01
25 C 1.91904 -2.72580 3.66814  0.00
26 C 1.02481 -1.73523 3.32149  0.01
27 N 0.24667 -1.87301 2.24195  0.04
28 H -5.57717 -2.19405 2.62583  0.00
29 H -7.46928 -1.84103 1.02621  0.00
30 H -6.93328 -1.40666 -1.37600  0.00
31 H -4.55088 -1.34888 -2.07779  0.00
32 H 1.21714 -4.88772 1.13871  0.00
33 H 2.70384 -4.65477 3.13064  0.00
34 H 2.53423 -2.60350 4.54649  0.00
35 H 0.89746 -0.82366 3.88849  0.01
36 C 0.89783 1.14332 -5.75863  0.00
37 C -0.52782 1.17203 -6.29597  0.00
38 N -1.53998 1.38854 -5.27812  0.00
39 C -2.02579 0.48467 -4.40172  0.00
40 S -3.20907 0.93248 -3.29875  0.00
41 N -1.51070 -0.75959 -4.46568  0.00
42 C -1.99290 -1.87373 -3.66278  0.01
43 C -0.98955 -3.01280 -3.71303  0.02
44 H 1.60686 1.04087 -6.58024  0.00
45 H 1.05282 0.30730 -5.07430  0.00
46 H 1.12493 2.06440 -5.22224  0.00
47 H -0.75217 0.25447 -6.85110  0.00
48 H -0.63477 1.98237 -7.01608  0.00
49 H -1.96526 2.29596 -5.20195  0.00
50 H -0.92204 -0.99298 -5.25029  0.00
51 H -2.96509 -2.21066 -4.03560  0.00
52 H -2.14379 -1.51257 -2.64472  -0.01
53 H -0.85918 -3.38195 -4.73261  0.00
54 H -1.33389 -3.84727 -3.10359  0.00
55 H -0.01632 -2.69396 -3.33374  0.00
56 C 5.59598 -1.22380 4.04598  0.00
57 C 5.31954 -0.51593 2.74998  0.00
58 C 4.18174 0.26871 2.59558  0.00
59 C 3.91110 0.90683 1.39442  0.00
60 C 4.79220 0.75830 0.33706  0.00
61 C 5.94486 -0.00634 0.47053  0.00
62 C 6.19945 -0.63942 1.67351  0.00
63 S 4.43572 1.52244 -1.21424  0.00
64 O 5.64999 2.00760 -1.78929  0.00
65 O 3.30214 2.37918 -1.00754  0.00
66 N 3.93419 0.30295 -2.21183  0.00
67 C 2.84000 -0.56248 -1.76868  -0.01
68 C 1.47773 0.12163 -1.92187  0.00
69 C 0.59145 -0.02800 -0.73931  0.00
70 O -0.67715 0.06315 -0.85191  0.09
71 O 1.02158 -0.19989 0.45125  -0.03
72 H 5.14625 -0.69790 4.88745  0.00
73 H 6.66625 -1.31127 4.22707  0.00
74 H 5.18657 -2.23575 4.02313  0.00
75 H 3.50466 0.39398 3.43435  0.00
76 H 3.03115 1.52139 1.26452  0.00
77 H 6.64277 -0.08207 -0.35407  0.00
78 H 7.10147 -1.22788 1.78810  0.00
79 H 4.73713 -0.18783 -2.58378  0.00
80 H 2.98458 -0.87567 -0.72871  0.00
81 H 2.87590 -1.45898 -2.38575  0.00
82 H 0.92149 -0.20699 -2.80002  0.00
83 H 1.63283 1.19902 -2.02088  0.00
84 C -1.98761 2.88880 -0.57489  0.00
85 C -0.92330 2.87900 0.46042  0.00
86 N -0.36392 1.83896 1.06215  0.02
87 C 0.61509 2.33594 1.90696  0.01
88 C 0.64508 3.68246 1.81044  0.00
89 N -0.33091 4.00731 0.89595  0.00
90 H -2.40685 1.90263 -0.71665  0.00
91 H -1.57686 3.21242 -1.53261  0.00
92 H -2.78830 3.57500 -0.29490  0.00
93 H 1.19727 1.68757 2.53595  0.00
94 H 1.25415 4.42243 2.29711  0.00
95 H -0.56778 4.93342 0.58428  0.00

Calculated values
* calculated total energy: -18153.5924 a.u.
* HOMO-LUMO gap (alpha / beta): 7.220 / 5.519 eV
* net charge: +1
* ΔE to the lowest compared entry with this formula, charge and spin: 0.0 kcal per mole
* multiplicity: 3
* LUMO energy (alpha / beta): -2.9 / -4.6 eV

***

DFT (ωB97M-V/def2-TZVPD) results for a molecular structure, C4H14N4.

Each line ends with the natural charge from an NBO analysis.
Positions of all 22 atoms, in Å:
1 C -0.33448 -0.65084 0.42233  0.22
2 C -0.20612 0.48245 -0.42333  -0.02
3 C 2.71480 0.12192 0.65396  -0.42
4 C 0.64194 0.43807 -1.66074  -0.65
5 N -1.99782 0.17447 -1.17662  -0.57
6 N 1.40209 0.01444 1.25283  -0.84
7 N -3.14406 -0.15597 -0.44784  -0.64
8 N -1.14703 -0.71096 1.52852  -0.80
9 H -1.92328 -0.53374 -1.91056  0.33
10 H 1.19573 0.87242 1.76617  0.32
11 H -0.05014 -1.61484 0.01567  0.21
12 H -0.40357 1.46009 0.00297  0.22
13 H -3.37512 0.62019 0.16784  0.34
14 H -3.04250 -1.00104 0.12482  0.33
15 H -0.87841 -1.43290 2.18241  0.40
16 H -1.30797 0.17966 1.97852  0.38
17 H 3.50730 0.07043 1.41734  0.18
18 H 2.90045 1.06516 0.11192  0.14
19 H 2.88839 -0.71181 -0.03461  0.18
20 H 1.53073 1.06137 -1.55230  0.23
21 H 0.94578 -0.58135 -1.90750  0.21
22 H 0.08328 0.83280 -2.51180  0.24

Calculated values
* calculated total energy: -379.6373 a.u.
* HOMO-LUMO gap: 7.426 eV
* net charge: 0
* ΔE to the lowest compared entry with this formula, charge and spin: 123.3 kcal per mole
* LUMO energy: 0.9 eV

***

DFT (ωB97M-V/def2-TZVPD) results for C5H7Cl in the gas phase.

Each line ends with the natural charge from an NBO analysis.
Positions of all 13 atoms, in Å:
1 C -0.02291 0.20775 1.74521  -0.65
2 C 0.00027 0.34069 0.26250  -0.06
3 C -0.83301 1.69852 0.07720  -0.63
4 C 1.35050 0.13055 -0.38780  -0.04
5 C 2.42543 -0.67850 -0.82899  -0.22
6 H -1.02124 0.64527 2.18968  0.25
7 H 0.24232 -0.90600 1.95560  0.24
8 H 0.93073 0.54207 2.14238  0.25
9 H -1.73016 1.97661 0.72881  0.24
10 H -0.36156 2.60631 0.60313  0.22
11 H -1.01531 2.09549 -0.81737  0.22
12 H 3.49755 -1.15308 -0.71196  0.28
13 Cl -1.06259 -0.94122 -0.66464  -0.09

Calculated values
* calculated total energy: -654.6975 a.u.
* HOMO-LUMO gap: 9.985 eV
* net charge: 0
* ΔE to the lowest compared entry with this formula, charge and spin: 121.1 kcal per mole
* LUMO energy: 0.4 eV
* SMILES: C#CC(C)(C)Cl

***

DFT (ωB97M-V/def2-TZVPD) results for 2 unconnected molecules or ions with the total composition C5H12NO.

Each line ends with the natural charge from an NBO analysis.
Positions of all 19 atoms, in Å:
1 C 3.50395 -0.14403 0.02921  0.29
2 C -1.05797 0.43933 -0.06416  0.52
3 C -0.04702 0.83253 0.94445  -0.69
4 C -1.91547 1.54090 -0.60530  -0.69
5 C -0.52878 -1.94760 -0.11302  -0.47
6 N -1.35325 -0.74592 -0.44621  -0.42
7 O 2.30744 -0.35619 0.32850  -0.58
8 H 3.66957 0.48314 -0.84386  0.15
9 H 4.30625 -0.85727 0.43161  0.16
10 H 0.65489 1.63819 0.68491  0.28
11 H 0.42883 -0.03411 1.34566  0.26
12 H -0.52926 1.25259 1.71174  0.26
13 H -1.31396 2.30560 -0.96658  0.26
14 H -2.66083 2.11392 -0.01083  0.29
15 H -2.44165 1.09737 -1.38240  0.22
16 H -0.97808 -2.43870 0.76071  0.24
17 H -0.51716 -2.74754 -0.83814  0.25
18 H 0.53863 -1.62821 0.11860  0.27
19 H -2.06615 -0.80401 -1.08487  0.42

Calculated values
* calculated total energy: -327.3971 a.u.
* HOMO-LUMO gap: 10.049 eV
* net charge: +1
* ΔE to the lowest compared entry with this formula, charge and spin: 39.2 kcal per mole
* LUMO energy: -3.8 eV

***

DFT (ωB97M-V/def2-TZVPD) results for 2 unconnected molecules or ions with the total composition C4H13NO.

Each line ends with the natural charge from an NBO analysis.
Positions of all 19 atoms, in Å:
1 C 3.42206 0.67846 1.25885  -0.61
2 C 3.05320 0.27750 -0.18326  -0.40
3 C 2.67991 -1.20205 -0.20869  -0.61
4 H 2.65633 0.60585 2.02082  0.20
5 H 3.74357 1.72180 1.21527  0.20
6 H 4.24378 0.10434 1.69134  0.20
7 H 3.96166 0.46911 -0.75580  0.20
8 H 2.28292 0.94052 -0.57249  0.20
9 H 2.36449 -1.62722 -1.16098  0.21
10 H 3.55605 -1.81592 0.04527  0.20
11 H 1.97612 -1.44162 0.58588  0.20
12 N -3.66621 -0.79965 -0.85464  -0.84
13 C -2.82472 0.36477 -0.68417  0.10
14 O -2.64554 0.80104 0.63051  -0.71
15 H -3.13834 -1.59103 -0.48011  0.35
16 H -3.74414 -0.96802 -1.83704  0.36
17 H -1.82385 0.26026 -1.13757  0.14
18 H -3.19054 1.20034 -1.30310  0.14
19 H -3.51017 0.67477 1.08915  0.47

Calculated values
* calculated total energy: -290.1666 a.u.
* HOMO-LUMO gap: 10.621 eV
* net charge: 0
* ΔE to the lowest compared entry with this formula, charge and spin: 19.1 kcal per mole
* LUMO energy: 0.8 eV
* SMILES: CCC.NCO